(1)
Entry from the Open Molecules 2025 dataset: a molecular structure, C22H33BrCoN4O3 (ωB97M-V/def2-TZVPD).

Atoms and positions in Å:
C -3.375 2.265 -1.559
Br 3.560 0.408 3.244
H 6.453 2.078 -0.465
H -1.813 -2.621 -1.237
C 5.521 1.603 -0.188
H -0.314 -3.273 1.830
H -5.052 3.559 -1.809
H -3.835 -0.363 -3.822
H 4.787 1.343 -2.213
N -1.132 -0.545 1.767
C 0.556 2.461 0.947
C 0.405 -2.475 2.010
H 0.524 -0.598 3.003
O -1.497 0.923 -1.008
H -4.910 1.634 -2.857
H -2.902 -1.389 2.594
N 0.940 -2.019 0.732
H -0.067 2.602 1.833
C -0.265 -1.282 2.690
H -3.115 -0.211 1.287
H -2.360 -0.027 -2.886
C 3.441 0.573 -0.764
Co -0.235 -0.413 -0.329
C 4.027 0.758 1.423
C 0.880 3.055 -1.481
H 1.586 2.709 1.211
H -2.911 1.121 -4.087
C 5.229 1.381 1.150
C 0.073 3.343 -0.208
H -2.450 -1.117 -1.125
H 0.547 1.411 0.662
H 5.899 1.680 1.942
H 0.275 4.375 0.094
H 0.557 3.712 -2.289
H -5.674 0.670 -0.867
H -1.188 0.414 2.090
H 1.176 -2.864 2.682
H -3.997 5.499 -0.697
C 4.619 1.198 -1.155
H 1.949 3.214 -1.316
C -2.064 2.110 -1.014
H -4.114 -0.002 -0.446
C -3.453 4.571 -0.816
O 2.811 0.298 -3.005
C -2.504 -1.047 1.631
H -1.642 5.340 0.002
C 2.454 0.113 -1.854
C -4.041 3.475 -1.421
N -1.916 -1.823 -0.621
O 1.350 -0.399 -1.469
H 1.770 -1.437 0.862
C -2.619 -2.184 0.612
H -2.181 -3.097 1.013
H 1.208 -2.787 0.129
C -4.108 1.151 -2.292
H 0.734 2.023 -1.799
H -0.808 -1.614 3.582
C -4.780 0.203 -1.284
H -3.682 -2.378 0.437
H -5.076 -0.739 -1.755
C -1.418 3.281 -0.516
C -2.135 4.464 -0.408
N 3.157 0.357 0.523
C -3.249 0.415 -3.327

Computed properties:
Electronic energy in eV: -143124.352
Multiplicity: 4
LUMO (spin up / spin down) in eV: 0.3 / 0.3
⟨S²⟩: 3.757
HOMO-LUMO gap (spin up / spin down) in Ha: 0.269 / 0.269

Here are the Löwdin charges for atoms 1 to 6, given in e: -0.14 0.71 0.11 0.11 -0.04 0.10


(2)
Entry from the Open Molecules 2025 dataset: a molecular structure, C22H33N6O2PbS5 at a distorted geometry (ωB97M-V/def2-TZVPD).

Atoms and positions in Å:
N 0.945 1.052 -1.164
S 1.275 -1.897 -2.966
H -1.858 -2.893 4.876
S -1.966 -0.393 -1.539
H -4.617 3.706 -1.013
C 0.216 -3.110 -2.115
C -0.993 -1.389 3.611
H 2.467 -3.899 -3.547
N 0.556 2.316 2.016
H -2.753 0.871 5.512
C -4.723 1.788 -5.191
H 0.397 3.027 -1.594
N -4.993 1.765 -6.304
N -6.829 4.264 -3.580
H 4.586 -2.186 0.138
H 4.777 -3.710 1.015
C -1.660 -0.151 3.999
H 2.412 1.635 1.345
C 2.764 -2.862 -3.415
N -0.464 -1.478 2.445
C -4.316 1.830 -3.838
C -2.084 0.019 5.419
C -3.316 2.024 -1.224
C 4.108 -3.135 0.372
H 1.581 2.345 -2.703
C -4.820 2.813 -2.950
C -0.876 -2.517 4.597
H -2.673 2.412 2.735
H -2.586 -0.875 5.778
C 2.437 3.031 -0.869
H -1.215 0.201 6.050
H 1.625 -4.226 -0.916
H 3.241 2.299 -0.761
C 3.905 -2.716 -2.421
H 0.089 -3.964 -2.780
H 2.869 4.307 0.770
H 3.810 -1.781 -1.873
H 2.503 2.956 2.511
C 2.783 -2.914 1.088
C -5.910 3.634 -3.317
H -3.026 0.138 -4.025
H -0.303 -3.326 4.147
H 0.058 -3.955 -0.117
H 0.531 1.917 2.949
H 1.154 4.176 0.420
C -4.277 2.930 -1.685
C -2.930 0.944 -2.053
O 0.202 -2.441 1.986
S -2.669 2.330 0.350
S 4.004 -4.079 -1.191
H 1.797 0.537 -0.959
Pb -0.764 0.528 0.718
H 0.488 0.535 -1.914
C -3.391 0.916 -3.374
C 1.289 2.398 -1.649
H 4.856 -2.733 -2.950
H 2.827 3.852 -1.473
N -1.825 0.754 3.104
C 0.803 -3.522 -0.782
S 1.526 -2.077 0.064
H 3.061 -2.464 -4.386
H 2.338 -3.846 1.428
H -0.366 -2.179 5.498
H 0.044 3.194 2.068
H 2.954 -2.263 1.947
C 2.079 3.603 0.504
C 1.953 2.581 1.641
H -0.738 -2.600 -1.994
O -2.369 1.950 3.533

Computed properties:
Total charge: +1
Electronic energy in eV: -95798.221
LUMO (spin up / spin down) in eV: -6.0 / -6.0
HOMO-LUMO gap (spin up / spin down) in Ha: 0.161 / 0.162

Here are the Löwdin charges for atoms 1 to 6, given in e: -0.10 0.84 0.10 0.60 0.12 -0.51


(3)
Entry from the Open Molecules 2025 dataset: 4 unconnected molecules or ions with the total composition C22H34BCl2N3O12 at a distorted geometry (ωB97M-V/def2-TZVPD).

Atoms and positions in Å:
C -3.844 5.455 2.226
H 1.211 -4.791 2.269
H -1.381 1.978 2.110
H -2.506 1.139 -2.439
C 0.810 1.536 -0.845
H -1.985 4.160 -2.402
C 2.650 -4.965 0.665
H 2.207 4.809 -1.705
C -3.790 -0.922 1.235
H 3.730 0.445 -1.415
H -0.242 1.866 -2.903
C -4.097 3.238 2.326
H 0.838 6.077 -1.934
O -1.891 -0.924 -0.515
H -3.808 5.114 4.363
H 2.676 2.817 -0.967
O -3.344 4.220 1.750
C 1.351 -7.698 -1.385
N 1.319 -1.181 -2.007
C -0.395 1.256 0.190
C 3.459 0.821 -0.320
H -4.037 -0.841 -1.138
B -1.669 0.531 -0.635
C 1.078 5.040 -1.392
O 0.816 -8.373 -2.444
N 0.890 5.297 0.082
C 0.070 0.067 1.274
H -3.379 -2.450 -0.406
C 3.390 -0.370 0.798
C 2.268 1.943 -0.259
H -4.478 0.028 1.157
C 2.079 -4.268 1.857
O 1.641 -8.209 -0.316
H 3.040 -0.049 1.864
C 0.018 3.955 -2.052
H -4.332 -1.877 1.646
C 4.301 -4.384 2.053
H -0.647 -7.188 -3.255
H 0.789 -5.275 -3.275
H -0.399 3.371 1.309
H -2.849 -0.750 1.947
O 5.422 -4.249 2.513
O -4.905 3.746 3.303
H 0.580 -7.765 -4.411
H 1.800 -3.231 1.642
H 1.536 2.445 -2.787
Cl 5.017 1.798 0.158
C 0.418 -7.401 -3.393
H -5.363 5.719 3.740
O -4.054 2.061 2.011
O 3.151 -4.271 2.781
C -4.501 5.085 3.516
H 0.528 6.275 0.206
H 2.614 -1.185 0.410
O -1.391 4.153 -1.573
C -3.310 -1.261 -0.323
O -2.633 1.336 -1.465
H -3.032 6.174 2.364
C -1.043 2.435 1.060
C 1.283 -6.227 -3.065
H 1.854 5.319 0.517
H -4.553 5.855 1.495
H 2.242 -6.254 -3.592
N 0.342 -0.834 2.193
C 1.012 0.010 -1.537
H 2.228 -4.597 -0.274
H -2.057 2.847 0.583
Cl 2.328 2.659 1.448
O 4.031 -4.667 0.746
O 1.520 -6.375 -1.678
H -0.064 4.333 -3.188
H 4.411 -0.958 0.944
H 2.519 -6.051 0.713
C 0.512 2.431 -2.169

Computed properties:
Electronic energy in eV: -78119.431
Structure (SMILES): CCOB(O)[C@@](C)(C#N)[C@@](C#N)(C[C@@H](O)CN)[C@@H](Cl)[C@H](C)Cl.O=C1OCCO1.O=C1OCCO1.O=C1OCCO1
LUMO in eV: -0.2
HOMO-LUMO gap in Ha: 0.359

Here are the Löwdin charges for atoms 1 to 6, given in e: -0.13 0.14 0.12 0.12 -0.28 0.12